Entry 1:
Here is 2 unconnected molecules or ions with the total composition C7H16N3O3 from the OMol25 dataset. Energies are from ωB97M-V/def2-TZVPD.

Element x y z (Å)
O: -0.69113 -3.10306 1.42774
H: -0.87968 5.08797 -3.51187
H: -1.14950 1.35897 -2.42768
H: 0.78740 3.41015 -3.55205
N: -0.28943 -0.60102 -0.12162
O: -1.09866 4.19501 -1.65734
H: -0.49118 2.55980 -4.43537
H: -0.88107 0.06640 0.45579
H: 2.66139 -1.31629 1.34027
C: -0.64700 3.00000 -1.17554
H: -0.02024 -1.76087 3.91773
H: 0.54396 -3.38149 4.77622
H: 0.20235 -4.77240 2.61757
H: -1.37740 -3.96438 3.25618
N: 1.93507 -0.66694 0.95991
H: -2.21145 3.91458 -3.36462
C: 0.67721 -1.38428 0.52162
H: 1.62759 -2.62733 3.39169
H: 0.61581 1.55052 -2.13772
C: -0.34143 -3.74019 2.70694
H: -0.44914 -0.73636 -1.16067
C: -0.32890 2.07186 -2.30847
C: -0.23484 3.01972 -3.47729
C: 0.51829 -2.79031 3.73962
H: 1.64346 0.03810 1.68216
N: 0.38731 -2.86215 0.66231
C: -1.17550 4.12724 -3.08046
O: -0.55592 2.72647 0.00981
H: 1.22262 -3.41972 0.94514

Values from the calculation:
Charge: +1
Frontier orbital gap (hartree): 0.27012
Energy above the lowest of the compared OMol25 structures with the same formula, charge and spin (kcal per mole): 92.5
Total energy (eV): -18120.0010
E_HOMO (eV): -13.0832
Lowest unoccupied orbital energy (eV): -5.733

These are the Löwdin partial charges, in e, on atoms 1 to 6: -0.161 0.136 0.127 0.129 0.140 0.045

=====

Entry 2:
Here is a molecular structure, C7H16N3P2PdS2 from the OMol25 dataset. Energies are from ωB97M-V/def2-TZVPD.

Element x y z (Å)
H: 0.09140 -1.88331 -1.75043
H: 3.39265 -2.01937 0.62761
H: 3.96754 -0.28306 1.54627
C: 1.74851 -0.14509 0.45659
C: 0.73855 -1.34899 0.30483
H: -0.17887 -0.12847 -1.40395
P: 3.60963 -0.66386 0.19276
H: 1.28970 -2.35991 0.25338
N: 3.77895 2.44029 0.81795
H: 1.52228 0.72044 -0.22386
Pd: -0.02416 -3.69787 -0.55271
H: 3.02784 3.10580 0.56720
C: -5.79475 1.27795 -0.24049
S: -2.38010 -0.54489 2.31451
H: -2.63313 1.99950 -0.73035
H: 3.36603 -1.00163 -1.21403
H: 3.16779 1.83720 -1.54134
C: -0.28381 -1.15264 -0.95845
P: 4.01688 1.49416 -0.44878
H: -5.63232 -0.70340 0.91838
C: -5.12379 0.14651 0.41066
H: 5.37797 1.56278 -0.87668
C: -3.64113 1.60466 -0.45594
H: 0.08612 -1.35569 1.21912
N: -4.83279 2.17410 -0.76772
C: -2.74658 -0.53412 0.71515
H: -6.88428 1.46568 -0.35066
H: 5.02738 -0.93556 -0.07144
N: -3.74543 0.39526 0.23743
S: -2.00876 -1.65890 -0.53058
H: 1.70066 0.19245 1.53560

Values from the calculation:
Charge: +1
Frontier orbital gap (hartree): 0.09900
Total energy (eV): -55697.7633
E_HOMO (eV): -10.8789
Lowest unoccupied orbital energy (eV): -8.185

These are the Löwdin partial charges, in e, on atoms 1 to 6: 0.067 0.042 -0.026 -0.341 -0.314 0.078

=====

Entry 3:
Here is a gas-phase ion, C7H16N3S (charge +1) from the OMol25 dataset. Energies are from ωB97M-V/def2-TZVPD.

Element x y z (Å)
H: -1.17310 -3.96490 -0.37472
C: -1.62388 1.08231 0.44433
H: 3.16146 -2.00541 0.98646
H: -1.78310 2.38373 -1.14914
C: 3.16810 -1.16174 0.25815
C: 2.86098 0.18008 0.51519
H: 0.18402 1.25709 -0.89134
C: -2.57019 1.90345 -0.56110
H: -3.13259 1.20241 -1.16363
H: -1.30422 1.75369 1.32900
H: -1.91266 -2.53830 0.07983
H: 1.16331 1.37619 1.17139
N: 0.42853 -0.36878 0.43245
C: 1.34050 0.31905 1.17452
H: -1.43473 -2.95125 -1.72587
N: 0.15099 -2.60111 -0.48246
H: -2.18708 0.41372 1.02515
N: 0.68769 -1.60228 -0.00123
S: 3.08257 1.41640 -0.81808
H: 3.48541 0.50740 1.38232
H: 1.47741 0.07193 2.27032
H: 3.42757 -1.39811 -0.88372
H: -3.23018 2.46551 0.07512
C: -0.42457 0.47044 -0.41433
C: -1.24171 -2.92694 -0.61164
H: 2.71535 0.46873 -1.72044
H: -0.76222 -0.14010 -1.32540

Values from the calculation:
Charge: +1
Frontier orbital gap (spin up / spin down) (hartree): 0.27224 / 0.27233
Energy above the lowest of the compared OMol25 structures with the same formula, charge and spin (kcal per mole): 182.3
Total energy (eV): -22811.1147
E_HOMO (spin up / spin down) (eV): -12.7010 / -12.7015
Lowest unoccupied orbital energy (spin up / spin down) (eV): -5.293 / -5.291

These are the Löwdin partial charges, in e, on atoms 1 to 6: 0.080 -0.196 0.112 0.070 0.103 -0.684

=====

Entry 4:
Here is a gas-phase ion, C7H16N4O2P (charge +1) from the OMol25 dataset. Energies are from ωB97M-V/def2-TZVPD.

Element x y z (Å)
N: 1.78293 1.09518 1.00772
C: -0.68153 0.43214 0.25103
N: -3.25509 1.50235 -1.30181
H: -3.14082 2.13455 -0.53955
H: 1.27478 -1.93341 -0.83327
O: -3.09253 -1.01969 -2.15984
C: 1.52744 -0.14770 0.71988
H: 3.94640 -0.40955 2.05951
H: 1.31618 2.64904 -0.34431
H: -3.77467 1.88060 -2.17393
P: -3.29374 -0.12801 -0.76732
H: 2.18973 -2.00163 1.45175
C: 2.47842 -1.28547 0.73943
C: -0.48298 1.73640 0.40448
H: -4.61373 -0.85971 0.71209
H: -1.30354 2.42485 0.44513
H: 2.64367 1.17998 1.54376
C: 3.91743 -0.79153 1.06106
H: 4.57179 -1.60904 0.74840
N: -4.80003 -0.47330 -0.30040
C: 0.88493 2.25419 0.60949
H: 1.04887 2.99541 1.38973
C: 2.33852 -1.86747 -0.66546
H: 2.75552 -1.22137 -1.53377
H: -3.91583 -1.42818 -2.36080
N: -2.26312 -0.47331 0.35753
O: 0.32339 -0.55643 0.42404
H: 2.84856 -2.84239 -0.73159
H: 4.05653 0.00333 0.50310
H: -5.28747 -1.23982 -0.71609

Values from the calculation:
Charge: +1
Frontier orbital gap (hartree): 0.33639
SMILES string: CC(C)C1=[NH+]CC=C(N=P(N)(N)O)O1
Energy above the lowest of the compared OMol25 structures with the same formula, charge and spin (kcal per mole): 58.5
Total energy (eV): -26854.8282
E_HOMO (eV): -12.4795
Lowest unoccupied orbital energy (eV): -3.326

These are the Löwdin partial charges, in e, on atoms 1 to 6: 0.180 -0.105 -0.084 0.012 0.075 -0.160

=====

Entry 5:
Here is a molecular structure, C7H16NOP from the OMol25 dataset. Energies are from ωB97M-V/def2-TZVPD.

Element x y z (Å)
H: 0.94912 2.05375 0.88189
C: -1.22018 -0.66073 -1.20459
C: 2.02487 -0.60727 -0.97238
H: 1.06642 2.01141 -1.00070
H: -2.35616 1.49275 -0.51163
C: -2.77405 0.69358 0.20390
H: 3.04993 -0.84628 1.25244
H: -1.00420 0.23084 -1.91035
H: 2.89289 -0.28248 -1.41336
P: -0.18327 -0.67531 0.33271
H: 2.30702 -1.56104 -0.49966
H: -3.47649 -0.45974 -1.44261
C: 1.51974 1.63155 0.02443
H: -2.92605 -1.42841 -0.11803
C: -2.66143 -0.55205 -0.73527
H: 1.50419 -0.77965 2.08147
H: 2.69043 0.74205 1.80441
H: -1.08405 -1.59764 -1.76877
C: 1.52397 0.11188 0.21453
H: -2.25431 -0.01020 2.08713
C: 2.27893 -0.23278 1.45734
H: 2.54762 1.98180 0.09769
N: -1.85455 0.66900 1.32489
H: 1.30594 -0.78747 -1.76445
H: -3.81474 0.84737 0.58621
O: -0.05162 -1.98492 0.99275

Values from the calculation:
Frontier orbital gap (spin up / spin down) (hartree): 0.23035 / 0.28975
Multiplicity: 3
<S²>: 2.009
Total energy (eV): -20340.0513
E_HOMO (spin up / spin down) (eV): -5.3723 / -9.6987
Lowest unoccupied orbital energy (spin up / spin down) (eV): 0.896 / -1.814

These are the Löwdin partial charges, in e, on atoms 1 to 6: 0.077 -0.297 -0.126 0.114 0.122 -0.327

=====

Entry 6:
Here is a gas-phase ion, C7H16NS (charge +1) from the OMol25 dataset. Energies are from ωB97M-V/def2-TZVPD.

Element x y z (Å)
C: 1.08055 1.64471 1.75151
H: 2.80767 -1.12539 -0.44718
S: 0.97717 0.23304 -0.32679
H: -0.93288 1.71453 2.26739
C: 1.80762 -1.35983 -0.62043
C: 0.94819 0.88703 -2.00670
H: -0.44092 -1.31686 1.22315
H: -1.23665 1.03910 -0.43160
C: -0.37891 1.84389 1.29048
H: -0.76295 2.71577 0.71617
H: 0.86842 1.83253 -2.40752
C: -0.70391 0.68505 0.37575
H: 1.50028 -1.62307 -1.56192
C: -1.79031 -1.48994 -0.34802
H: 1.46952 -2.15316 0.05290
H: -2.72688 -1.16257 -0.78527
H: 1.01095 1.08608 2.71778
H: -2.10060 -0.68998 1.64976
H: -1.72541 -2.50632 -0.25358
C: -1.32378 -0.71014 0.86086
H: -1.09985 -1.14052 -1.17768
H: 1.82381 0.38280 -2.40572
N: 1.86507 0.86185 0.82857
H: 0.13444 0.27901 -2.52068
H: 1.51626 2.63663 1.90523

Values from the calculation:
Charge: +1
Frontier orbital gap (hartree): 0.34009
SMILES string: CC[C@H]1CC[N+]#S1(C)C
Energy above the lowest of the compared OMol25 structures with the same formula, charge and spin (kcal per mole): 108.8
Total energy (eV): -19833.0503
E_HOMO (eV): -13.0989
Lowest unoccupied orbital energy (eV): -3.845

These are the Löwdin partial charges, in e, on atoms 1 to 6: -0.280 0.065 1.036 0.146 -0.090 -0.145

=====

Entry 7:
Here is 2 unconnected molecules or ions with the total composition C7H16O from the OMol25 dataset. Energies are from ωB97M-V/def2-TZVPD.

Element x y z (Å)
H: -0.91813 2.17641 -2.18996
C: -1.22231 1.79067 -0.08490
H: 0.85257 1.38076 -0.02877
H: 2.79619 -2.68058 1.23178
H: -1.11527 0.33458 2.06837
C: -0.07719 -1.23913 1.05009
H: 2.24662 -1.32737 2.12793
C: -0.17373 0.21401 1.52886
H: -0.99381 -1.52296 0.50480
H: -0.15520 -1.92094 1.91487
C: 1.15800 -1.58738 0.25357
O: -1.86540 -0.44415 -2.84427
H: -1.63659 -0.93038 -2.04143
C: -0.13680 1.19622 0.37479
H: 0.62784 0.42288 2.24443
C: 2.43964 -1.65448 1.10732
H: -2.18037 1.60073 0.39030
H: -0.49807 3.50737 -1.17752
H: 1.30469 -0.88948 -0.57180
H: -2.20905 3.14128 -1.49386
H: 0.98689 -2.54401 -0.24130
C: -1.22990 2.70872 -1.28007
H: -1.20923 -0.70138 -3.49458
H: 3.20859 -1.03140 0.65137

Values from the calculation:
Frontier orbital gap (hartree): 0.36602
SMILES string: C/C=C/CCCC.O
Energy above the lowest of the compared OMol25 structures with the same formula, charge and spin (kcal per mole): 21.8
Total energy (eV): -9565.3234
E_HOMO (eV): -9.1232
Lowest unoccupied orbital energy (eV): 0.837

These are the Löwdin partial charges, in e, on atoms 1 to 6: 0.065 -0.167 0.111 0.068 0.106 -0.243

=====

Entry 8:
Here is 3 unconnected molecules or ions with the total composition C7H16O from the OMol25 dataset. Energies are from ωB97M-V/def2-TZVPD.

Element x y z (Å)
C: -0.91895 -1.41580 0.22628
H: -1.16695 -1.81434 1.21135
H: 2.59786 -0.83908 -1.21952
H: -1.77645 1.83392 -2.82778
H: 2.52233 -0.61042 2.20192
O: 1.75669 -1.13029 -0.85403
C: -0.06588 -0.19295 0.37147
H: -1.85431 -1.14984 -0.27068
H: 0.64763 1.29017 -2.08622
H: -0.77456 0.54163 2.24640
H: -0.41929 -2.18999 -0.35104
C: -0.58941 0.91268 1.23794
C: 1.24642 -0.16788 -0.05325
H: 1.82688 0.73624 0.08321
H: -0.28161 -0.22412 -2.31112
C: -0.22957 0.72176 -1.77739
H: 0.10537 1.74977 1.30121
H: -1.41173 2.44887 -1.22338
H: 1.71070 -2.14486 1.67338
C: -1.49948 1.52888 -1.80775
H: 0.88205 -1.01351 2.81126
C: 1.58204 -1.11371 1.98711
H: -1.53850 1.27583 0.84290
H: -2.35126 0.96702 -1.41226

Values from the calculation:
Frontier orbital gap (spin up / spin down) (hartree): 0.25351 / 0.25204
Energy above the lowest of the compared OMol25 structures with the same formula, charge and spin (kcal per mole): 127.5
Total energy (eV): -9560.7416
E_HOMO (spin up / spin down) (eV): -6.2745 / -6.2319
Lowest unoccupied orbital energy (spin up / spin down) (eV): 0.624 / 0.626

These are the Löwdin partial charges, in e, on atoms 1 to 6: -0.033 0.090 0.122 0.064 -0.003 0.028